1.
Computed, not measured: the ion C7H13N2O with charge +1 in a non-equilibrium geometry, with ωB97M-V with the def2-TZVPD basis set.

Geometry as XYZ:
```
23
C7H13N2O, DFT ωB97M-V with the def2-TZVPD basis set
C 0.152 -1.224 2.416
C 1.217 -0.867 1.371
N 0.773 0.256 0.548
C 1.640 0.871 -0.451
C 0.988 0.711 -1.586
N -0.318 0.311 -1.598
C -1.154 -0.102 -2.650
C -0.608 0.139 -0.165
C -1.480 1.267 0.405
O -1.236 1.855 1.424
H -0.497 -0.485 2.953
H -0.527 -2.011 2.036
H 0.706 -1.726 3.266
H 1.331 -1.752 0.691
H 2.159 -0.469 1.787
H 0.484 0.991 1.144
H 2.476 1.353 -0.106
H 1.533 0.895 -2.490
H -1.090 -1.159 -2.872
H -2.211 -0.035 -2.413
H -0.918 0.525 -3.504
H -1.074 -0.755 0.121
H -2.347 1.410 -0.326
```

**Charge**: +1
**Gap between HOMO and LUMO**: 9.3 eV
**Energy above the lowest of the compared OMol25 structures with the same formula, charge and spin**: 80.20 kcal per mole
**E_HOMO**: -0.47093 Ha
**Electronic energy**: -12488.5602 eV

---

2.
Computed, not measured: the ion C2H2N3S2 with charge -1 in a non-equilibrium geometry, with ωB97M-V with the def2-TZVPD basis set.

Geometry as XYZ:
```
9
C2H2N3S2, DFT ωB97M-V with the def2-TZVPD basis set
S 1.975 -1.683 -0.047
C 0.563 -0.791 0.042
C -0.864 -1.023 -0.123
N -1.512 0.167 -0.061
N -0.597 1.066 0.099
N 0.664 0.573 0.104
S 1.876 1.754 -0.137
H -1.201 -2.028 -0.336
H -0.904 1.964 0.458
```

**Charge**: -1
**Gap between HOMO and LUMO**: 7.0 eV
**Energy above the lowest of the compared OMol25 structures with the same formula, charge and spin**: 25.30 kcal per mole
**E_HOMO**: -0.11644 Ha
**Electronic energy**: -28246.8646 eV

---

3.
Computed, not measured: a cluster of 4 separate species, C19H34ClIN4O2 in total in a non-equilibrium geometry, with ωB97M-V with the def2-TZVPD basis set.

Geometry as XYZ:
```
61
C19H34ClIN4O2, DFT ωB97M-V with the def2-TZVPD basis set
C 1.145 -2.150 -0.317
C 1.434 -1.148 -1.582
C 2.305 0.194 -1.227
Cl 2.135 1.344 -2.717
N 1.857 0.950 0.002
C 0.560 1.701 -0.201
O 0.653 3.046 -0.314
O -0.693 0.931 -0.203
C -1.795 1.659 -0.859
C -2.712 0.487 -1.622
C -2.893 -0.768 -0.545
I -4.852 -1.797 -0.764
H 0.115 -2.703 -0.560
H 1.937 -3.037 -0.215
H 0.996 -1.621 0.716
H 0.422 -0.889 -2.122
H 2.090 -1.774 -2.358
H 3.453 -0.044 -1.131
H 1.866 0.371 0.870
H -1.455 2.394 -1.708
H -2.523 2.171 -0.075
H -3.731 0.898 -2.028
H -2.036 0.049 -2.502
H -2.822 -0.410 0.583
H -1.999 -1.508 -0.756
C -5.400 -4.525 3.932
C -4.537 -5.535 3.187
C -3.045 -5.208 3.241
C -2.725 -3.950 2.554
N -2.474 -2.952 2.016
H -5.327 -3.528 3.486
H -6.451 -4.829 3.895
H -5.103 -4.455 4.983
H -4.873 -5.597 2.145
H -4.695 -6.524 3.634
H -2.487 -6.023 2.770
H -2.711 -5.158 4.284
C -0.948 4.463 2.015
C -0.480 5.707 2.760
C -1.453 6.161 3.846
C -2.745 6.590 3.294
N -3.768 6.922 2.856
H -1.884 4.645 1.478
H -0.196 4.160 1.279
H -1.103 3.628 2.706
H -0.312 6.517 2.039
H 0.489 5.489 3.226
H -1.006 6.996 4.396
H -1.608 5.352 4.571
C 7.248 -1.124 -4.351
C 6.360 0.068 -4.680
C 4.959 -0.040 -4.079
C 4.198 -1.166 -4.638
N 3.600 -2.060 -5.075
H 6.847 -2.052 -4.771
H 8.248 -0.975 -4.771
H 7.349 -1.251 -3.269
H 6.296 0.181 -5.769
H 6.838 0.976 -4.292
H 4.416 0.890 -4.277
H 5.027 -0.141 -2.989
```

**Gap between HOMO and LUMO**: 9.6 eV
**E_HOMO**: -0.33874 Ha
**Electronic energy**: -50928.3416 eV